No. 1
17
Properties=species:S:1:pos:R:3:forces:R:3:nbo_charge:R:1 method="wB97M-V/def2-TZVPD" charge=-1 relative_energy_ev=1.7003 homo_energy_ev="-2.1 / -2.1" lumo_energy_ev="1.12 / 1.11" homo_lumo_gap_ev="3.17 / 3.18" energy_ha=-675.31341
H 2.768792 1.873267 -1.309738 -0.2 0.1 -1.0 0.181
C -0.875511 -0.669680 1.158330 0.8 -0.9 1.1 -0.241
C -0.153482 -0.203190 2.307881 -0.9 -0.4 -1.3 -0.476
C 0.722922 1.272211 -1.308070 0.2 0.1 -0.4 -0.319
C -0.374135 -1.577817 0.249296 0.2 0.2 1.6 0.046
O -1.578473 1.051377 -1.402762 0.3 -0.5 0.2 -0.910
C -0.625553 1.607305 -0.749440 -1.3 0.4 -1.1 0.185
C 1.717762 2.163294 -1.369929 0.1 -0.1 0.4 -0.414
H -1.961285 -0.484869 1.108955 0.4 0.2 -0.1 0.178
H 1.490731 3.231155 -1.298026 0.1 -0.3 0.7 0.183
O -1.143786 -2.238579 -0.630764 -0.8 -1.4 -1.2 -1.036
Tl -1.373634 -4.674155 -1.246060 0.2 1.5 0.4 0.616
H 0.657534 -1.944960 0.369877 -0.3 0.3 -0.1 0.141
O 1.309935 0.803921 4.034310 -1.5 -0.7 -0.9 -0.703
Li -1.933334 -0.761460 -1.443561 0.4 0.7 0.3 0.891
C 0.526350 0.314543 3.207007 1.7 0.8 0.7 0.507
H 0.825166 0.237638 -1.677303 0.4 0.1 0.7 0.172

No. 2
67
Properties=species:S:1:pos:R:3:forces:R:3:nbo_charge:R:1 method="wB97M-V/def2-TZVPD" charge=0 relative_energy_ev=0.7203 homo_energy_ev=-8.5 lumo_energy_ev=0.37 homo_lumo_gap_ev=8.83 energy_ha=-1734.41732 smiles="O=C(NC1CCCCC1)[C@H](c1ccc(O)c(O)c1)N(C(=O)Cn1nnc2ccccc21)c1cccc(O)c1"
H 1.969376 1.152444 1.524233 0.0 0.0 0.1 0.249
H -6.916757 0.015765 1.053397 -0.1 0.0 0.0 0.209
C 1.119414 -2.336592 0.949002 0.5 -0.1 0.0 0.702
C -0.972052 1.452839 2.162682 0.0 -0.2 -0.2 -0.205
C 2.939054 1.811778 -0.259243 -0.2 -0.3 -0.2 0.390
H -3.349503 -2.167889 -1.625916 -0.1 0.1 0.2 0.236
H 3.810624 2.218352 -2.175389 0.1 0.1 -0.1 0.209
H 1.386665 -1.303117 -1.929945 -0.1 -0.1 0.0 0.244
C 6.196015 0.473639 0.575210 -0.1 0.0 0.1 -0.210
H -5.538894 -2.917853 -0.873564 0.0 0.0 0.0 0.205
C 2.558326 -2.781865 0.647081 -0.4 -0.5 0.3 -0.307
H -3.062258 -0.854713 0.983287 0.2 0.0 0.0 0.398
C -1.175089 3.569039 1.039976 0.1 -0.3 -0.2 0.260
C -1.484203 -1.264559 -0.228422 0.0 0.1 0.6 0.703
C -1.161307 2.823306 2.207767 0.0 0.3 -0.2 -0.252
N 0.796999 -1.062936 0.636110 -0.4 0.4 0.2 -0.482
C 4.951064 -1.472299 -1.108798 0.1 -0.1 -0.1 -0.226
H -6.429386 -2.409314 1.350436 0.1 0.0 0.1 0.215
C -5.676925 -1.744610 0.921894 -0.2 -0.1 -0.3 -0.400
N -2.786432 -1.229490 0.090424 -0.5 -0.1 0.2 -0.622
O -1.044558 -1.665629 -1.284706 0.2 -0.1 -0.4 -0.643
N 3.545825 -1.800260 0.978416 0.9 0.3 -0.5 -0.194
C -0.797281 0.804078 0.950365 -0.1 0.1 0.1 -0.064
H 7.418224 0.850458 -1.123613 0.1 0.0 0.0 0.215
C -3.844153 -1.611790 -0.822162 -0.1 -0.2 -0.4 -0.057
C 5.139761 -0.307909 1.041132 -0.3 -0.8 -1.0 0.110
H -0.689231 1.051754 -1.179578 0.0 -0.1 -0.2 0.219
H 6.660249 1.204241 1.217115 0.1 0.1 0.1 0.228
H 6.364029 -0.817471 -2.552716 0.0 0.0 -0.1 0.215
O 3.443432 2.902055 0.367261 0.1 0.2 0.2 -0.668
H -1.320677 5.247674 0.178980 0.0 0.0 0.1 0.495
H -5.198093 -0.691238 -2.210158 0.0 0.0 -0.1 0.203
C -4.863144 -2.510643 -0.119324 0.2 0.1 0.1 -0.404
H -7.063278 -0.868011 -0.467539 -0.1 0.0 0.0 0.194
C -0.821954 1.546920 -0.227303 -0.2 0.3 0.2 -0.224
O 0.334611 -3.103031 1.467196 -0.1 -0.2 0.0 -0.609
H -1.293514 3.336813 3.145937 0.0 0.1 0.1 0.229
H 4.489294 -2.208241 -1.748921 0.0 -0.1 -0.1 0.220
O -1.019355 3.695777 -1.317872 0.0 0.1 0.2 -0.693
C 6.603180 0.267037 -0.720898 0.2 0.2 0.0 -0.235
H -4.646704 0.781043 0.409491 0.0 0.1 0.1 0.193
H -0.949858 0.888000 3.082199 0.0 -0.1 0.1 0.219
H -0.866588 3.140088 -2.089612 0.0 0.0 0.0 0.493
N 4.500850 -0.354284 2.243641 0.3 0.6 0.5 -0.231
H -5.824033 1.239477 -0.816745 0.1 0.1 0.1 0.213
C 4.522542 -1.263402 0.196259 0.5 0.6 0.6 0.091
H 2.722199 -3.694621 1.230429 -0.1 0.2 -0.2 0.245
C -0.591438 -0.684020 0.888265 0.0 -0.2 -0.1 -0.154
C 2.637542 0.425603 -2.198285 0.0 0.1 0.0 -0.188
C -1.000486 2.914411 -0.188185 0.0 -0.2 0.1 0.226
H -4.341135 -3.345161 0.351917 0.0 -0.1 -0.1 0.219
C 1.849050 -0.444623 -1.468819 -0.2 -0.1 0.1 -0.298
C 2.143967 0.943845 0.481496 0.2 0.1 -0.1 -0.339
C -6.355558 -0.531243 0.293379 0.2 0.1 0.3 -0.399
H -5.030263 -1.417862 1.739645 0.0 0.0 0.1 0.184
H -0.869821 -1.153835 1.838803 0.0 0.1 -0.2 0.253
C -5.323076 0.387336 -0.353227 -0.2 -0.1 -0.2 -0.404
C 3.186916 1.546272 -1.601524 0.0 0.1 0.0 -0.315
H 2.640713 -3.021520 -0.415713 0.1 0.1 0.1 0.238
H -3.767207 0.279924 -1.848836 0.0 0.0 -0.1 0.212
C 5.996188 -0.691948 -1.545222 -0.1 -0.2 -0.1 -0.200
C 1.615752 -0.186727 -0.122466 0.4 0.3 -0.4 0.260
C -4.526666 -0.371002 -1.411397 0.2 0.0 0.2 -0.402
H 4.010486 3.399188 -0.234711 -0.1 -0.1 0.0 0.480
N 3.582197 -1.222967 2.186672 -0.9 -0.6 0.6 -0.013
O -1.358875 4.910190 1.084627 0.0 0.1 -0.1 -0.657
H 2.825238 0.233306 -3.243899 0.0 0.0 -0.1 0.217